(1)
Here is a 9-piece molecular cluster, C34H40Br10N4O8 overall from the OMol25 dataset. Energies are from ωB97M-V with the def2-TZVPD basis set.

Structure (XYZ):
```
96
C34H40Br10N4O8 ωB97M-V with the def2-TZVPD basis set
O -21.19 6.92 -11.13
N -20.82 7.04 -12.29
O -21.16 6.39 -13.25
C -19.78 8.05 -12.60
C -19.42 8.35 -13.92
C -18.56 9.37 -14.22
C -17.87 10.00 -13.20
C -18.15 9.72 -11.94
C -19.10 8.79 -11.57
H -19.85 7.74 -14.70
H -18.23 9.58 -15.22
H -17.18 10.76 -13.52
H -17.62 10.22 -11.15
H -19.39 8.68 -10.53
O -17.66 4.62 -17.04
N -16.47 4.68 -16.78
O -15.59 4.28 -17.49
C -16.05 5.15 -15.44
C -16.99 5.48 -14.48
C -16.62 6.06 -13.24
C -15.31 6.30 -13.03
C -14.32 5.98 -13.94
C -14.65 5.36 -15.19
H -18.04 5.44 -14.74
H -17.37 6.40 -12.53
H -15.05 6.92 -12.18
H -13.28 6.23 -13.81
H -13.90 5.07 -15.91
O -24.26 7.49 -13.24
N -23.58 8.22 -13.99
O -23.37 7.79 -15.13
C -22.94 9.44 -13.44
C -23.02 9.72 -12.03
C -22.52 10.92 -11.53
C -21.89 11.79 -12.43
C -21.81 11.51 -13.82
C -22.32 10.33 -14.32
H -23.64 9.03 -11.48
H -22.60 11.13 -10.47
H -21.58 12.76 -12.06
H -21.52 12.30 -14.49
H -22.29 10.03 -15.36
O -25.08 0.16 -10.51
N -24.22 1.00 -10.87
O -23.14 1.18 -10.26
C -24.58 1.92 -12.00
C -25.89 1.95 -12.57
C -26.15 2.84 -13.57
C -25.16 3.77 -13.93
C -23.88 3.75 -13.36
C -23.59 2.77 -12.45
H -26.63 1.25 -12.22
H -27.08 2.98 -14.09
H -25.40 4.51 -14.68
H -23.10 4.43 -13.69
H -22.59 2.63 -12.07
Br -20.70 3.54 -16.01
C -21.13 5.41 -16.46
C -21.02 5.64 -17.95
Br -21.34 7.56 -18.17
H -20.38 5.98 -15.92
H -22.04 5.76 -15.95
H -21.76 5.05 -18.48
H -20.06 5.39 -18.41
Br -20.12 7.32 -24.34
C -21.58 6.23 -23.55
C -21.89 6.72 -22.19
Br -22.87 5.31 -21.15
H -21.30 5.17 -23.50
H -22.44 6.22 -24.22
H -22.42 7.67 -22.17
H -20.92 6.77 -21.70
Br -22.99 1.07 -18.23
C -23.46 0.53 -16.42
C -22.18 0.14 -15.70
Br -22.71 -0.51 -13.91
H -24.16 -0.30 -16.52
H -23.81 1.38 -15.83
H -21.47 0.96 -15.68
H -21.56 -0.60 -16.22
Br -19.71 0.31 -18.42
C -18.96 1.98 -19.17
C -20.06 2.64 -20.05
Br -19.36 4.23 -21.02
H -18.03 1.80 -19.71
H -18.60 2.56 -18.32
H -20.92 2.98 -19.46
H -20.37 1.98 -20.86
Br -23.92 10.05 -17.57
C -24.79 8.22 -17.68
C -25.46 8.09 -19.11
Br -26.89 9.42 -19.32
H -25.46 8.04 -16.84
H -23.98 7.51 -17.57
H -25.92 7.12 -19.28
H -24.76 8.29 -19.92
```

Computed properties:
Orbital gap = 8.366 eV
SMILES = O=[N+]([O-])c1ccccc1.O=[N+]([O-])c1ccccc1.O=[N+]([O-])c1ccccc1.O=[N+]([O-])c1ccccc1.BrCCBr.BrCCBr.BrCCBr.BrCCBr.BrCCBr
Calculated total energy = -758660.530 eV
Total charge = 0
Energy relative to the best compared isomer or geometry (same formula, charge and spin) = 2.388 eV

Which charges does Löwdin predict for the atoms? In e, they are: number 1, O, carries 0.10; number 2, N, carries -0.34; number 3, O, carries 0.07; number 4, C, carries -0.12; number 5, C, carries -0.03; number 6, C, carries -0.06; number 7, C, carries -0.09; number 8, C, carries -0.11; number 9, C, carries 0.02; number 10, H, carries 0.10; number 11, H, carries 0.12; number 12, H, carries 0.12; number 13, H, carries 0.12; number 14, H, carries 0.12; number 15, O, carries 0.03; number 16, N, carries -0.35; number 17, O, carries 0.10; number 18, C, carries -0.12; number 19, C, carries 0.01; number 20, C, carries -0.06; number 21, C, carries -0.10; number 22, C, carries -0.05; number 23, C, carries 0.03; number 24, H, carries 0.10; number 25, H, carries 0.10; number 26, H, carries 0.11; number 27, H, carries 0.10; number 28, H, carries 0.11; number 29, O, carries 0.05; number 30, N, carries -0.29; number 31, O, carries -0.01; number 32, C, carries -0.13; number 33, C, carries 0.01; number 34, C, carries -0.07; number 35, C, carries -0.06; number 36, C, carries -0.05; number 37, C, carries -0.04; number 38, H, carries 0.11; number 39, H, carries 0.11; number 40, H, carries 0.10; number 41, H, carries 0.11; number 42, H, carries 0.05; number 43, O, carries 0.04; number 44, N, carries -0.30; number 45, O, carries 0.04; number 46, C, carries -0.16; number 47, C, carries -0.01; number 48, C, carries -0.08; number 49, C, carries -0.05; number 50, C, carries -0.06; number 51, C, carries -0.05; number 52, H, carries 0.12; number 53, H, carries 0.11; number 54, H, carries 0.10; number 55, H, carries 0.08; number 56, H, carries 0.12; number 57, Br, carries 0.71; number 58, C, carries -0.67; number 59, C, carries -0.67; number 60, Br, carries 0.69; number 61, H, carries 0.01; number 62, H, carries 0.04; number 63, H, carries 0.01; number 64, H, carries 0.02; number 65, Br, carries 0.60; number 66, C, carries -0.70; number 67, C, carries -0.66; number 68, Br, carries 0.59; number 69, H, carries 0.03; number 70, H, carries 0.06; number 71, H, carries 0.07; number 72, H, carries 0.01; number 73, Br, carries 0.60; number 74, C, carries -0.68; number 75, C, carries -0.72; number 76, Br, carries 0.67; number 77, H, carries 0.06; number 78, H, carries 0.05; number 79, H, carries -0.03; number 80, H, carries 0.03; number 81, Br, carries 0.61; number 82, C, carries -0.63; number 83, C, carries -0.64; number 84, Br, carries 0.63; number 85, H, carries 0.06; number 86, H, carries 0.01; number 87, H, carries 0.00; number 88, H, carries 0.05; number 89, Br, carries 0.57; number 90, C, carries -0.60; number 91, C, carries -0.66; number 92, Br, carries 0.57; number 93, H, carries 0.06; number 94, H, carries -0.03; number 95, H, carries 0.05; number 96, H, carries 0.03

(2)
Here is C9H8N2O in the gas phase from the OMol25 dataset. Energies are from ωB97M-V with the def2-TZVPD basis set.

Structure (XYZ):
```
20
C9H8N2O ωB97M-V with the def2-TZVPD basis set
N 2.46 -1.23 0.07
C 1.58 -0.18 -0.01
C 1.99 1.11 -0.07
C 1.06 2.22 -0.11
C -0.23 2.00 -0.17
C -0.68 0.69 -0.13
C -2.18 0.60 0.08
O -2.91 1.58 0.18
N -2.60 -0.75 0.00
C -1.68 -1.83 -0.17
C -0.33 -1.81 -0.20
C 0.20 -0.42 0.01
H 2.12 -1.81 0.88
H 3.33 -0.98 0.44
H 3.12 1.15 0.06
H 1.51 3.18 -0.24
H -0.95 2.87 -0.18
H -3.59 -0.88 0.21
H -2.32 -2.73 -0.42
H 0.11 -2.77 -0.24
```

Computed properties:
Orbital gap = 8.788 eV
SMILES = Nc1cccc2c(=O)[nH]ccc12
Calculated total energy = -14489.919 eV
Total charge = 0
Energy relative to the best compared isomer or geometry (same formula, charge and spin) = 0.873 eV

Which charges does Löwdin predict for the atoms? In e, they are: number 1, N, carries 0.09; number 2, C, carries -0.36; number 3, C, carries -0.01; number 4, C, carries -0.08; number 5, C, carries -0.07; number 6, C, carries -0.07; number 7, C, carries -0.39; number 8, O, carries 0.04; number 9, N, carries 0.10; number 10, C, carries -0.10; number 11, C, carries -0.01; number 12, C, carries -0.08; number 13, H, carries 0.13; number 14, H, carries 0.06; number 15, H, carries 0.13; number 16, H, carries 0.10; number 17, H, carries 0.15; number 18, H, carries 0.15; number 19, H, carries 0.13; number 20, H, carries 0.09

(3)
Here is C2H3N3O2 in the gas phase from the OMol25 dataset. Energies are from ωB97M-V with the def2-TZVPD basis set.

Structure (XYZ):
```
10
C2H3N3O2 ωB97M-V with the def2-TZVPD basis set
O -1.24 -2.20 -0.90
C -0.79 -1.13 -0.62
N -1.11 0.14 -1.14
C -0.27 0.94 -0.57
N 0.34 0.39 0.51
O 1.34 0.90 1.28
N 0.24 -1.03 0.42
H -0.27 1.94 -0.96
H 1.77 1.51 0.68
H -0.01 -1.46 1.30
```

Computed properties:
Orbital gap = 9.341 eV
SMILES = O=c1ncn(O)[nH]1
Calculated total energy = -10684.833 eV
Total charge = 0
Energy relative to the best compared isomer or geometry (same formula, charge and spin) = 3.624 eV

Which charges does Löwdin predict for the atoms? In e, they are: number 1, O, carries 0.07; number 2, C, carries -0.51; number 3, N, carries 0.14; number 4, C, carries -0.13; number 5, N, carries -0.19; number 6, O, carries 0.06; number 7, N, carries 0.17; number 8, H, carries 0.14; number 9, H, carries 0.11; number 10, H, carries 0.14

(4)
Here is an isolated ion of composition C9H14BFN2O4P and charge +1 from the OMol25 dataset. Energies are from ωB97M-V with the def2-TZVPD basis set.

Structure (XYZ):
```
32
C9H14BFN2O4P ωB97M-V with the def2-TZVPD basis set
C 2.71 -2.37 -1.76
N 2.34 -1.55 -0.55
C 2.71 -2.44 0.63
B 0.87 -1.37 -0.58
O -0.01 -2.52 -0.45
N 0.15 -0.03 -0.77
C 0.06 0.67 -2.04
C -0.72 2.02 -2.19
C -1.43 2.61 -0.95
C -2.31 3.94 -0.90
O -1.89 5.10 -0.78
O -3.75 3.75 -0.95
F -3.97 2.56 -1.60
C -1.28 1.83 0.42
C -0.48 0.51 0.44
P -0.35 -0.45 2.06
C -0.57 0.67 3.57
O -1.73 -1.50 2.05
H 2.29 -3.44 -1.69
H 3.84 -2.42 -1.95
H 2.25 -1.92 -2.72
H 2.15 -3.45 0.60
H 2.41 -1.86 1.57
H 3.84 -2.68 0.64
H -0.93 -2.16 -0.33
H 0.56 0.22 -2.97
H -0.81 2.58 -3.19
H -1.80 2.26 1.35
H -0.75 0.02 4.50
H 0.41 1.24 3.76
H -1.47 1.37 3.46
H -2.34 -1.22 1.33
```

Computed properties:
Orbital gap = 6.943 eV
SMILES = CN(C)B(O)[n+]1ccc(C(=O)OF)cc1P(C)O
Calculated total energy = -33399.999 eV
Total charge = +1

Which charges does Löwdin predict for the atoms? In e, they are: number 1, C, carries -0.10; number 2, N, carries -0.12; number 3, C, carries -0.10; number 4, B, carries -0.58; number 5, O, carries 0.12; number 6, N, carries 0.07; number 7, C, carries 0.10; number 8, C, carries 0.09; number 9, C, carries 0.00; number 10, C, carries -0.30; number 11, O, carries 0.16; number 12, O, carries 0.08; number 13, F, carries -0.02; number 14, C, carries 0.08; number 15, C, carries -0.23; number 16, P, carries 0.95; number 17, C, carries -0.26; number 18, O, carries -0.30; number 19, H, carries 0.11; number 20, H, carries 0.11; number 21, H, carries 0.09; number 22, H, carries 0.10; number 23, H, carries 0.07; number 24, H, carries 0.12; number 25, H, carries 0.10; number 26, H, carries 0.16; number 27, H, carries 0.14; number 28, H, carries 0.13; number 29, H, carries 0.08; number 30, H, carries 0.07; number 31, H, carries 0.04; number 32, H, carries 0.06